Entry from the OMol25 dataset: C32H20Br3ClN5O2STl as an isolated structure (wB97M-V/def2-TZVPD).

Values from the calculation:
- Max |F|: 0.81 eV Å⁻¹
- Charge: -2
- Energy: -283237.6706 eV

```
65
C32H20Br3ClN5O2STl, DFT wB97M-V/def2-TZVPD
Tl 0.556 0.110 0.404
Br 0.791 -1.112 -7.184
C 0.651 -1.275 -5.280
C 1.673 -1.928 -4.578
C 1.538 -2.126 -3.237
C 0.376 -1.708 -2.482
O 0.283 -2.031 -1.276
C -0.624 -0.962 -3.248
C -1.853 -0.432 -2.723
N -2.294 -0.438 -1.522
C -3.609 -0.232 -1.231
C -4.612 -0.946 -1.880
C -5.961 -0.810 -1.527
C -6.354 0.054 -0.541
C -5.381 0.809 0.150
C -5.703 1.751 1.153
C -4.710 2.460 1.767
C -3.374 2.186 1.418
N -3.044 1.322 0.498
C -4.004 0.650 -0.165
C -0.449 -0.790 -4.635
H 2.556 -2.267 -5.107
H 2.325 -2.623 -2.682
H -2.489 0.035 -3.493
H -4.329 -1.644 -2.658
H -6.706 -1.391 -2.060
H -7.401 0.183 -0.290
H -6.745 1.903 1.415
H -4.933 3.205 2.520
H -2.552 2.696 1.914
H -1.215 -0.268 -5.198
Br 4.725 0.639 4.481
C 2.854 0.489 4.806
C 2.340 1.002 5.983
C 1.002 0.858 6.262
Br 0.333 1.595 7.904
C 0.131 0.199 5.375
C -1.241 -0.031 5.616
C -1.999 -0.686 4.684
C -1.396 -1.092 3.486
N -0.124 -0.901 3.228
C 0.659 -0.288 4.139
C 2.085 -0.160 3.802
O 2.568 -0.611 2.744
H 2.994 1.502 6.684
H -1.680 0.303 6.547
H -3.050 -0.878 4.859
H -1.971 -1.580 2.704
Cl 0.540 2.881 -0.725
N 3.490 -2.303 0.500
C 3.859 -1.393 -0.429
N 3.109 -0.486 -0.936
C 3.757 0.264 -1.895
C 3.215 1.346 -2.582
C 4.011 2.023 -3.491
C 5.329 1.638 -3.729
C 5.887 0.565 -3.052
C 5.092 -0.115 -2.143
S 5.512 -1.465 -1.120
H 2.681 -2.009 1.039
H 4.235 -2.687 1.054
H 2.205 1.669 -2.359
H 3.598 2.874 -4.018
H 5.931 2.184 -4.446
H 6.918 0.275 -3.212
```